1.
A 3-piece molecular cluster, C28H48F17O12P3S overall, computed with ωB97M-V with the def2-TZVPD basis set.

```
109
Properties=species:S:1:pos:R:3:lowdin_charge:R:1
C -8.6701 -2.7677 1.0050 -0.111
C -8.1269 -1.5927 0.1802 -0.266
C -7.6045 -2.0235 -1.1941 -0.224
C -6.2758 -2.7921 -1.1682 -0.208
C -5.0858 -2.0471 -0.5505 -0.201
C -4.6629 -0.7883 -1.3259 -0.216
C -3.9220 -1.0742 -2.6357 -0.219
C -2.6253 -1.8953 -2.5115 -0.191
C -1.6950 -1.5834 -1.3229 -0.148
C -0.2779 -1.0960 -1.6767 -0.321
O 0.6415 -1.9335 -0.9618 -0.044
C 1.5591 -2.6431 -1.7019 -0.354
F 2.5450 -1.8079 -2.2030 0.029
C 2.1680 -3.7184 -0.8164 -0.139
O 2.5424 -3.1679 0.4197 -0.136
C 2.8870 -4.1785 1.3589 -0.173
C 3.0886 -3.5297 2.7141 -0.199
O 4.2858 -2.7886 2.6774 -0.148
C 4.6605 -2.2813 3.9458 -0.257
C 3.8334 -1.0669 4.3873 -0.067
C -0.0647 0.3788 -1.3325 -0.567
S -1.3459 1.3358 -2.2665 0.874
O 1.1655 0.8435 -1.8352 -0.205
C 2.0945 1.5548 -1.0376 -0.543
P 2.9090 0.7080 0.4644 0.935
P 4.9460 0.7800 -0.2914 0.264
O 5.8998 0.0413 0.5467 -0.311
O 5.1807 2.3731 -0.3746 -0.182
O 4.9922 0.3257 -1.8401 -0.156
P 1.5916 3.2943 -0.6130 0.446
O 2.2665 4.2399 -1.5237 -0.270
O -0.0028 3.4236 -0.6016 -0.169
O 1.9387 3.4614 0.9419 -0.162
H -7.8574 -3.4254 1.3251 0.068
H -9.2092 -2.4163 1.8877 0.068
H -9.3660 -3.3617 0.4026 0.072
H -8.9111 -0.8389 0.0611 0.103
H -7.3197 -1.1182 0.7524 0.094
H -7.5248 -1.1555 -1.8570 0.100
H -8.3582 -2.6821 -1.6480 0.109
H -6.4060 -3.7576 -0.6680 0.107
H -6.0177 -3.0293 -2.2101 0.104
H -4.2349 -2.7406 -0.5373 0.104
H -5.3016 -1.7671 0.4860 0.103
H -5.5439 -0.1788 -1.5628 0.107
H -4.0543 -0.1603 -0.6616 0.086
H -4.6014 -1.6500 -3.2790 0.105
H -3.7469 -0.1342 -3.1714 0.084
H -2.8973 -2.9564 -2.4868 0.107
H -2.0609 -1.7610 -3.4422 0.108
H -2.1623 -0.8936 -0.6141 0.092
H -1.5287 -2.5102 -0.7655 0.123
H -0.0775 -1.1999 -2.7531 0.149
H 1.1015 -3.0983 -2.5905 0.165
H 3.0371 -4.1514 -1.3306 0.143
H 1.3986 -4.4898 -0.6649 0.134
H 2.0609 -4.9023 1.4193 0.128
H 3.8122 -4.6793 1.0433 0.137
H 3.1440 -4.2919 3.5041 0.132
H 2.2354 -2.8607 2.8846 0.111
H 5.7161 -2.0190 3.8613 0.118
H 4.5818 -3.0868 4.6927 0.113
H 3.3743 -0.5948 3.5133 0.059
H 3.0387 -1.3334 5.0886 0.058
H 4.4788 -0.3161 4.8529 0.075
H -0.1619 0.5523 -0.2541 0.135
H -2.2949 1.3681 -1.3209 -0.112
H 2.9071 1.7635 -1.7392 0.055
H 2.6964 -0.6590 0.2363 -0.072
H 6.1254 2.5666 -0.3223 0.088
H 4.8679 1.0697 -2.4362 0.053
H -0.2805 4.0329 -1.2946 0.082
H 1.3318 4.0919 1.3439 0.087
F -1.0536 -1.5340 7.7731 0.099
C -1.8070 -0.6331 8.4303 -0.310
F -2.8302 -1.2874 9.0206 0.101
C -2.3892 0.4122 7.4702 -0.443
F -3.2686 -0.1710 6.6335 0.140
F -3.0814 1.2685 8.2808 0.098
C -1.4137 1.2999 6.6832 -0.039
O -1.1213 0.9363 5.3458 0.051
C -0.1064 0.0867 5.0094 -0.549
F 0.6790 -0.2124 6.0548 0.152
F 0.6635 0.7208 4.0930 0.134
C -0.6242 -1.1789 4.3086 -0.281
F -1.5106 -1.8325 5.0799 0.108
F 0.4264 -1.9951 4.0717 0.091
H -1.2041 -0.1478 9.2020 0.173
H -1.9400 2.2484 6.5858 0.149
H -0.5066 1.4906 7.2577 0.148
H -1.0970 -0.9087 3.3625 0.174
F 4.9544 6.1085 -6.0109 0.101
C 5.5090 5.4732 -4.9628 -0.307
F 6.8325 5.3375 -5.2050 0.097
C 4.9022 4.0785 -4.7742 -0.432
F 5.2304 3.2899 -5.8177 0.138
F 5.5336 3.5779 -3.6642 0.089
C 3.4034 3.9749 -4.4690 -0.044
O 2.5259 3.6599 -5.5397 0.057
C 1.9614 4.6036 -6.3450 -0.549
F 2.1762 5.8539 -5.9086 0.158
F 0.6197 4.3992 -6.3285 0.134
C 2.3820 4.4392 -7.8142 -0.289
F 3.7195 4.5011 -7.9414 0.104
F 1.8360 5.4448 -8.5333 0.098
H 5.3734 6.0716 -4.0586 0.174
H 3.3258 3.1107 -3.8121 0.128
H 3.0488 4.8229 -3.8848 0.133
H 2.0237 3.4811 -8.1945 0.174
```

Output
- E_LUMO: -0.01 eV
- SMILES string: CCCCCCCCC[C@H](O[C@@H](F)COCCOCC)[C@H](S)O[C@H](PP(=O)(O)O)P(=O)(O)O.FC(F)C(F)(F)COC(F)(F)C(F)F.FC(F)C(F)(F)COC(F)(F)C(F)F
- Highest occupied orbital energy: -9.4 eV
- ΔE to the lowest compared entry with this formula, charge and spin: 0.0000 eV

2.
C28H48MoN3P2 as an isolated structure at a distorted geometry, computed with ωB97M-V with the def2-TZVPD basis set.

```
82
Properties=species:S:1:pos:R:3:lowdin_charge:R:1
Mo 0.2271 -0.2478 -0.2406 1.333
C 2.4264 -3.4755 -0.7330 -0.057
C 2.4203 -1.9717 -0.4750 -0.578
C 3.5479 -1.2416 -1.2052 -0.087
P 2.2006 -1.2535 1.2026 1.118
C 3.6351 -1.4241 2.3175 -0.507
C 3.1385 -1.1905 3.7495 -0.086
C 4.4020 -2.7339 2.1482 -0.067
C 0.7458 -2.2183 1.7547 -0.274
C 0.6774 -3.5753 2.0724 -0.044
C -0.5541 -4.1663 2.3043 0.014
C -1.7543 -3.4452 2.1872 -0.003
C -1.7143 -2.1087 1.8711 -0.009
C -0.4638 -1.4929 1.6780 -0.381
N -0.3637 -0.0671 1.5705 -0.215
C -0.3301 0.7991 2.6778 -0.312
C -0.6288 0.3496 3.9592 0.003
C -0.5187 1.2416 5.0145 -0.020
C -0.1099 2.5519 4.7895 -0.024
C 0.1784 2.9867 3.5013 -0.044
C 0.0512 2.1159 2.4247 -0.311
P 0.4140 2.5074 0.7063 1.140
C -1.2090 2.1963 -0.1733 -0.573
C -2.5320 2.1943 0.5853 -0.059
C -1.3110 3.0081 -1.4682 -0.094
C 0.6780 4.3113 0.5165 -0.518
C 2.0851 4.6920 1.0074 -0.096
C -0.4310 5.2117 1.0965 -0.063
H 2.5035 -3.6709 -1.8036 0.100
H 3.2982 -3.9229 -0.2546 0.093
H 1.5350 -3.9736 -0.3588 0.076
H 1.4275 -1.6475 -0.9339 0.006
H 4.5030 -1.6229 -0.8404 0.098
H 3.5189 -1.4445 -2.2766 0.095
H 3.5540 -0.1639 -1.0321 0.071
H 4.2714 -0.5802 2.0336 0.123
H 2.5411 -2.0322 4.1073 0.089
H 4.0062 -1.0991 4.4031 0.105
H 2.5508 -0.2755 3.8515 0.075
H 3.7885 -3.6076 2.3752 0.082
H 4.8261 -2.8481 1.1517 0.073
H 5.2336 -2.7335 2.8545 0.109
H 1.5762 -4.1738 2.1454 0.118
H -0.5953 -5.2138 2.5779 0.138
H -2.7008 -3.9350 2.3745 0.135
H -2.6186 -1.5106 1.8369 0.138
H -0.9307 -0.6754 4.1338 0.124
H -0.7413 0.9105 6.0203 0.130
H -0.0165 3.2414 5.6178 0.128
H 0.4941 4.0077 3.3493 0.098
H -1.0981 1.1167 -0.4941 -0.016
H -2.7931 3.2137 0.8689 0.090
H -3.3337 1.8307 -0.0621 0.099
H -2.5093 1.5946 1.4922 0.073
H -1.6706 4.0055 -1.2073 0.101
H -0.3699 3.1635 -2.0007 0.069
H -2.0423 2.5793 -2.1543 0.093
H 0.6814 4.4186 -0.5694 0.093
H 2.2125 4.5040 2.0746 0.074
H 2.8669 4.1531 0.4714 0.079
H 2.2430 5.7584 0.8458 0.102
H -0.0820 5.7135 1.9981 0.090
H -0.6763 5.9913 0.3751 0.102
H -1.3535 4.6933 1.3535 0.067
N 1.0041 0.6382 -2.1377 -0.071
C 1.0433 -0.0155 -3.5190 -0.160
C 0.4308 -1.4002 -3.6141 -0.188
C -1.0866 -1.4119 -3.7687 -0.168
C -1.8415 -0.6854 -2.6738 -0.188
N -1.4344 -1.1958 -1.3124 -0.058
H 0.5470 1.5430 -2.2267 0.049
H 1.9649 0.8828 -1.9041 0.075
H 2.0926 -0.0452 -3.8038 0.123
H 0.5511 0.6709 -4.2078 0.136
H 0.7531 -2.0127 -2.7651 0.079
H 0.8677 -1.8927 -4.4840 0.138
H -1.4433 -2.4433 -3.8318 0.132
H -1.3591 -0.9486 -4.7197 0.139
H -2.9144 -0.8295 -2.7880 0.138
H -1.6559 0.3882 -2.6897 0.090
H -1.3043 -2.2061 -1.3735 0.123
H -2.2178 -1.0782 -0.6717 0.102
```

Output
- E_LUMO (spin up / spin down): -10.75 / -10.71 eV
- Net charge: +3
- Highest occupied orbital energy (spin up / spin down): -16.2 / -16.2 eV

| no. | calculated total energy (Eh) |
| --- | --- |
| 1 | -5118.6984 |
| 2 | -2009.8735 |